P | Formula: C5H15N2O
Source: the Open Molecules 2025 dataset
Level of theory: ωB97M-V/def2-TZVPD

Last column: natural (NBO) charge in e.
Atoms and positions in Å:
C -0.154 -3.091 -0.121  -0.50
H 0.510 -3.860 -0.529  0.21
N -0.036 1.103 -0.454  -0.71
H -0.169 1.824 -1.162  0.46
H 1.537 4.361 -1.903  0.48
H -3.118 0.390 -0.200  0.24
C 0.488 -2.010 0.306  0.18
H -2.303 1.752 0.645  0.21
H 2.324 -1.431 1.116  0.40
H 0.070 1.672 0.475  0.46
N 1.879 -1.742 0.300  -0.87
H -1.196 -3.436 -0.059  0.24
C -0.311 -0.765 0.995  -0.46
O 1.206 4.154 -1.065  -0.98
H 2.427 -2.296 -0.387  0.40
H -0.976 -1.227 1.680  0.25
C -1.012 0.038 -0.119  -0.07
H 1.096 5.053 -0.572  0.50
H -1.373 -0.591 -1.007  0.26
C -2.330 0.582 0.482  -0.63
H 0.344 -0.107 1.528  0.20
H -2.602 0.136 1.445  0.24
H 0.802 0.481 -0.729  0.47

Calculated values
Net charge: +1
HOMO energy in eV: -12.0
Frontier orbital gap in eV: 8.9594

=====

Q | Formula: C5H15N2O
Source: the Open Molecules 2025 dataset
Level of theory: ωB97M-V/def2-TZVPD

Last column: natural (NBO) charge in e.
Atoms and positions in Å:
H 0.470 1.201 -1.664  0.25
C 1.469 1.182 0.893  -0.45
H 1.768 -1.492 1.428  0.25
H -2.220 -0.806 -1.785  0.23
H -0.957 -1.668 -0.888  0.23
H 0.582 1.838 0.951  0.23
H 2.132 0.652 -1.815  0.26
H 1.511 0.801 1.925  0.25
N -1.528 -0.133 0.173  0.11
N 1.337 0.091 -0.015  -0.12
C -2.276 0.994 0.696  -0.45
C -1.928 -1.129 -0.773  -0.45
O -0.567 -0.599 0.901  -0.33
H -2.772 -1.634 -0.265  0.24
H -1.746 1.388 1.530  0.24
H 2.841 -1.254 0.084  0.22
H -2.510 1.722 -0.060  0.23
C 1.143 0.315 -1.394  -0.47
H 1.287 -1.979 -0.245  0.23
H 2.402 1.807 0.768  0.24
C 1.840 -1.195 0.316  -0.43
H -3.175 0.574 1.138  0.23
H 0.899 -0.676 -1.897  0.24

Calculated values
Net charge: +1
HOMO energy (alpha / beta) in eV: -12.6 / -14.0
Frontier orbital gap (alpha / beta) in eV: 6.7785 / 9.6327

=====

R | Formula: C5H15N2O
Source: the Open Molecules 2025 dataset
Level of theory: ωB97M-V/def2-TZVPD

Last column: natural (NBO) charge in e.
Atoms and positions in Å:
H 3.215 -3.063 -2.914  0.50
H -0.067 1.152 2.582  0.41
N 2.077 -0.514 -0.150  -0.70
H 2.106 0.244 -0.827  0.44
H 0.159 -1.375 -0.688  0.24
H -2.177 -0.079 -0.837  0.20
H -1.422 2.046 -1.159  0.21
H 2.760 -1.606 -3.304  0.49
H 2.506 -1.370 -0.537  0.47
H -1.655 -1.281 1.128  0.25
H -1.964 0.253 2.027  0.23
N 0.564 0.496 2.157  -0.77
C -2.097 1.952 -0.285  -0.64
H -3.418 0.400 0.306  0.23
H -1.702 2.627 0.486  0.21
H 2.694 -0.390 0.653  0.43
C -0.019 -0.090 1.080  0.26
C -2.349 0.539 0.065  -0.40
C -1.510 -0.190 1.136  -0.45
H 1.547 0.673 2.266  0.39
C 0.601 -0.771 0.078  -0.26
H -2.970 2.499 -0.671  0.24
O 3.122 -2.153 -2.594  -0.98

Calculated values
Net charge: +1
HOMO energy in eV: -12.8
Frontier orbital gap in eV: 9.4454

=====

S | Formula: C5H15N2O
Source: the Open Molecules 2025 dataset
Level of theory: ωB97M-V/def2-TZVPD

Last column: natural (NBO) charge in e.
Atoms and positions in Å:
H -1.755 1.206 1.265  0.24
H 1.747 -1.019 -1.766  0.43
H 0.351 0.889 -1.243  0.21
H -2.245 -0.426 1.716  0.24
H -0.126 2.727 -0.159  0.38
C -1.410 0.197 1.376  -0.66
C -1.812 -0.198 -0.976  -0.66
H 1.068 -1.744 -0.519  0.48
H 2.792 -1.807 -0.678  0.44
H -2.389 -1.062 -1.067  0.23
C 1.926 0.047 0.187  -0.23
O -0.223 -1.565 0.178  -0.77
H 2.735 0.732 0.048  0.25
N 0.563 2.189 0.307  -0.81
H -2.566 0.608 -0.791  0.24
H -1.316 -0.070 -1.985  0.21
H -1.077 -2.023 0.262  0.51
N 1.982 -1.181 -0.719  -0.74
H 0.384 2.307 1.268  0.37
C 0.578 0.828 -0.182  -0.06
H -0.546 -0.027 2.135  0.22
C -0.760 -0.190 0.110  0.26
H 2.099 -0.418 1.233  0.24

Calculated values
Net charge: +1
HOMO energy in eV: -13.4
Frontier orbital gap in eV: 10.2513
SMILES string: CC(C)(O)[C@@H](N)C[NH3+]

=====

The winner here is R, beating the second structure by 12.4 kcal/mol.

=====

P | Formula: C5H11O
Source: the Open Molecules 2025 dataset
Level of theory: ωB97M-V/def2-TZVPD

Last column: natural (NBO) charge in e.
Atoms and positions in Å:
H 2.938 -0.065 -2.267  0.25
H -1.673 0.601 -0.262  0.29
C -0.683 0.960 -0.451  -0.74
H 1.600 -0.634 -3.028  0.25
C 1.485 -0.505 -0.778  -0.56
H -0.185 -0.640 0.763  0.26
H -2.182 0.204 4.034  0.13
H -3.592 -0.813 3.360  0.15
H -0.273 1.912 0.167  0.34
C 0.279 -0.081 -0.064  0.41
H 1.202 -1.590 -0.899  0.32
H 2.325 -0.561 -0.087  0.31
H -0.470 1.235 -1.463  0.26
H 1.753 1.078 -2.212  0.23
O -1.850 -0.653 2.196  -0.59
C -2.587 -0.438 3.179  0.31
C 1.913 -0.010 -2.188  -0.63

Calculated values
Net charge: +1
HOMO energy in eV: -13.9
Frontier orbital gap in eV: 7.7561

=====

Q | Formula: C5H11O
Source: the Open Molecules 2025 dataset
Level of theory: ωB97M-V/def2-TZVPD

Last column: natural (NBO) charge in e.
Atoms and positions in Å:
H -1.428 -1.161 1.488  0.22
C 1.345 1.997 1.195  -0.85
H 1.778 1.136 1.898  0.21
H 1.991 0.047 -0.886  0.29
C 1.297 -0.779 -1.153  -0.35
H 1.620 -1.644 -1.870  0.29
H 0.378 2.251 1.609  0.22
H -1.933 -1.267 -2.098  0.26
C -1.411 -1.412 -1.160  -0.10
H -2.419 0.168 1.118  0.23
O -1.170 -0.172 -0.401  -0.30
H 2.210 2.795 1.261  0.25
H -1.968 -2.208 -0.578  0.25
H 1.427 1.626 0.307  0.17
C -1.481 -0.271 0.983  -0.28
H -0.849 0.468 1.520  0.24
C -0.002 -0.975 -0.932  0.24

Calculated values
Net charge: +1
HOMO energy in eV: -15.8
Frontier orbital gap in eV: 12.0973

=====

The winner here is P, beating the second structure by 46.5 kcal/mol.

=====

P | Formula: CH6N4S
Source: the Open Molecules 2025 dataset
Level of theory: ωB97M-V/def2-TZVPD

Last column: natural (NBO) charge in e.
Atoms and positions in Å:
H 0.316 -2.074 0.625  0.35
S -1.146 1.507 1.227  0.16
N -0.084 -1.145 0.748  -0.76
N -0.211 0.975 -0.112  -0.77
C 0.198 -0.341 -0.162  0.54
H 2.170 -2.107 -1.230  0.35
H 0.601 0.018 -2.102  0.38
N 0.950 -0.532 -1.300  -0.47
H -0.622 0.679 2.189  0.14
H 0.504 1.613 -0.384  0.39
H 0.610 -2.541 -1.503  0.35
N 1.284 -1.820 -1.658  -0.66

Calculated values
HOMO energy in eV: -8.8
Frontier orbital gap in eV: 9.6202
SMILES string: [H]/N=C(\NN)NS

=====

Q | Formula: CH6N4S
Source: the Open Molecules 2025 dataset
Level of theory: ωB97M-V/def2-TZVPD

Last column: natural (NBO) charge in e.
Atoms and positions in Å:
N 0.880 -0.776 0.053  -0.47
N 1.447 1.447 0.073  -0.79
H 2.588 -0.916 0.874  0.35
N -0.821 0.775 -0.148  -0.78
H 1.059 2.383 0.133  0.34
H 2.753 -0.500 -0.670  0.35
C 0.539 0.540 0.024  0.55
S -2.055 -0.382 -0.039  0.19
N 2.232 -1.128 -0.060  -0.64
H -2.147 -0.694 1.301  0.10
H -1.090 1.760 -0.060  0.40
H 0.323 -1.389 -0.520  0.38

Calculated values
HOMO energy in eV: -9.3
Frontier orbital gap in eV: 9.9931
SMILES string: [H]/N=C(/NN)NS

=====

The winner here is Q, beating the second structure by 3.2 kcal/mol.

=====

P | Formula: C3H10S
Source: the Open Molecules 2025 dataset
Level of theory: ωB97M-V/def2-TZVPD

Last column: natural (NBO) charge in e.
Atoms and positions in Å:
H 0.859 -0.581 1.914  0.14
H 1.238 1.399 0.077  0.20
H -0.292 1.190 -0.305  0.21
C 0.595 1.386 -0.827  -0.62
H -1.162 -2.009 1.028  0.23
H 0.525 2.419 -1.337  0.20
H 0.804 0.681 -2.905  0.20
C 1.040 0.333 -1.879  -0.61
C -1.559 -1.427 1.888  -0.71
H -1.979 -2.110 2.446  0.20
H 0.556 -0.583 -1.794  0.20
S -0.355 -0.095 2.438  -0.07
H 2.120 0.289 -1.900  0.21
H -2.388 -0.892 1.156  0.22

Calculated values
HOMO energy in eV: -9.3
Frontier orbital gap in eV: 10.1346
SMILES string: CC.CS

=====

Q | Formula: C3H10S
Source: the Open Molecules 2025 dataset
Level of theory: ωB97M-V/def2-TZVPD

Last column: natural (NBO) charge in e.
Atoms and positions in Å:
H -0.601 0.709 2.009  0.19
H 0.759 0.525 -0.669  0.21
S -0.894 -1.874 -1.489  -0.35
H 2.328 0.221 0.149  0.21
C 0.996 1.730 1.020  -0.40
C -0.414 1.696 1.570  -0.61
H -1.646 -1.454 -0.409  0.18
C 1.268 0.409 0.286  -0.61
H 0.468 -1.865 -1.385  0.18
H -0.583 2.365 2.405  0.21
H -1.174 1.790 0.789  0.20
H 1.666 1.904 1.877  0.19
H 0.886 -0.421 0.852  0.20
H 1.190 2.603 0.387  0.20

Calculated values
HOMO energy in eV: -9.7
Frontier orbital gap in eV: 10.4557
SMILES string: CCC.S

=====

The winner here is Q, beating the second structure by 19.5 kcal/mol.